Molecular formula: C49H57ClN4O5SV
Method: DFT, ωB97M-V/def2-TZVPD

Structure (XYZ):
```
118
Properties=species:S:1:pos:R:3:forces:R:3:mulliken_charge:R:1
V 0.70117 -0.81497 -0.96096 -0.92 0.97 -1.86 -1.373
C -0.10776 0.65415 5.69941 0.08 0.18 -0.10 -1.604
C 0.26565 1.93529 4.93821 -0.12 0.05 0.18 2.106
C 1.32785 2.67323 5.75524 -0.15 -0.12 -0.18 -2.275
C -0.97241 2.83779 4.82770 0.18 -0.06 0.07 -1.384
C 0.72890 1.57864 3.53511 0.00 -0.06 -0.19 -0.545
C -0.13716 0.87666 2.71274 -0.04 -0.06 -0.10 -0.867
C 0.25936 0.53409 1.42328 1.48 1.01 0.56 -0.153
N -0.35822 -0.22141 0.48479 -0.30 -0.18 0.00 1.125
C -1.63170 -0.66970 0.49594 -0.74 -1.11 -0.66 0.204
C -2.73497 -0.21681 1.21850 -0.24 -0.09 0.12 -1.174
C -3.93172 -0.89995 1.12767 0.44 0.32 0.15 -0.019
C -4.00623 -2.01325 0.26996 0.39 0.09 -0.09 -0.650
C -2.96697 -2.46808 -0.52228 0.37 -0.05 -0.18 0.735
C -1.73225 -1.78134 -0.41988 -2.15 1.11 1.83 0.194
O -0.62565 -2.03191 -1.01452 0.47 -1.03 -0.66 -0.766
C -3.19698 -3.63547 -1.47306 -0.08 -0.20 -0.07 1.977
C -4.33332 -3.26587 -2.43828 0.17 -0.06 0.11 -1.686
C -1.96623 -3.98174 -2.31609 -0.07 0.04 0.00 -1.943
C -3.57773 -4.87763 -0.65258 0.05 0.18 -0.13 -1.732
C -5.14701 -0.48306 1.93679 -0.24 0.08 0.10 1.856
C -6.29244 -0.10179 0.98960 0.13 -0.03 0.13 -1.708
C -4.87405 0.71182 2.85795 -0.03 -0.21 -0.20 -1.878
C -5.57099 -1.66223 2.82395 0.06 0.15 -0.10 -1.764
C 1.58924 0.83219 0.95358 -1.22 0.93 3.19 0.049
O 1.79885 0.28319 -0.19241 1.41 0.40 -0.76 -0.628
C 2.46575 1.56341 1.78323 -0.04 -0.29 -0.73 0.531
C 1.98851 1.92840 3.03507 -0.29 -0.14 -0.07 -0.512
C 3.88316 1.94532 1.38461 0.21 0.05 0.01 2.317
C 4.28659 1.37715 0.02261 -0.05 0.07 0.05 -1.987
C 4.86474 1.40853 2.43795 -0.14 0.09 -0.15 -1.820
C 3.96903 3.47659 1.31495 -0.03 -0.21 -0.02 -1.574
H -0.44325 0.91761 6.69915 -0.06 -0.03 0.14 0.468
H 0.75420 -0.00362 5.78615 0.09 -0.10 0.04 0.343
H -0.90881 0.10819 5.20869 -0.11 -0.08 -0.04 0.277
H 0.92639 2.88700 6.74284 -0.02 0.04 0.09 0.476
H 1.59849 3.62005 5.29531 0.09 0.13 -0.04 0.392
H 2.22023 2.06561 5.88477 0.16 -0.03 0.01 0.403
H -1.28984 3.14375 5.82092 -0.09 0.06 0.13 0.480
H -1.80173 2.32082 4.35291 -0.14 -0.06 -0.08 0.150
H -0.74604 3.72908 4.24752 0.00 0.12 -0.06 0.353
H -1.08863 0.54322 3.09029 -0.13 0.03 0.02 0.831
H -2.65497 0.68540 1.79879 0.00 0.06 0.11 0.848
H -4.95061 -2.53051 0.20901 -0.12 -0.09 -0.06 0.558
H -4.06334 -2.37845 -3.00711 -0.02 0.08 -0.09 0.337
H -5.26343 -3.06582 -1.91436 -0.13 0.02 0.05 0.339
H -4.50345 -4.08437 -3.13350 -0.06 -0.09 -0.09 0.481
H -1.64424 -3.12625 -2.90813 0.05 -0.05 -0.06 0.322
H -2.21842 -4.79379 -2.99679 -0.06 -0.06 -0.02 0.564
H -1.13502 -4.30717 -1.69208 0.05 -0.03 -0.02 0.219
H -4.49884 -4.72385 -0.09768 -0.12 -0.01 0.09 0.324
H -2.78601 -5.11634 0.05526 0.06 -0.07 0.09 0.346
H -3.71654 -5.73022 -1.31378 -0.04 -0.10 -0.06 0.483
H -5.99698 0.72252 0.34403 0.01 0.09 -0.08 0.359
H -7.15386 0.21007 1.57466 -0.15 0.04 0.02 0.459
H -6.59352 -0.93566 0.36231 -0.05 -0.12 -0.10 0.349
H -4.59827 1.60214 2.29800 0.07 0.13 -0.05 0.350
H -4.09467 0.48286 3.58133 0.15 0.02 0.10 0.344
H -5.77927 0.94134 3.41497 -0.08 0.03 0.05 0.533
H -5.84766 -2.53021 2.23359 -0.05 -0.16 -0.05 0.321
H -6.42762 -1.37966 3.43048 -0.12 0.01 0.07 0.489
H -4.75538 -1.94048 3.48816 0.06 -0.09 0.10 0.377
H 2.64585 2.49404 3.67312 0.12 0.05 0.07 0.563
H 4.26027 0.28708 0.02969 0.04 -0.06 -0.06 0.290
H 5.30272 1.69012 -0.21066 0.08 0.04 0.02 0.572
H 3.62685 1.73781 -0.76375 0.01 -0.02 -0.12 0.191
H 4.75935 0.33004 2.54029 0.02 -0.14 0.03 0.335
H 4.70175 1.86169 3.41108 0.01 0.04 0.15 0.342
H 5.88474 1.62680 2.13230 0.14 0.03 -0.02 0.488
H 3.27852 3.85452 0.56504 -0.08 0.11 -0.09 0.178
H 4.97669 3.77980 1.04278 0.15 0.05 -0.04 0.512
H 3.72151 3.93462 2.26837 -0.03 0.09 0.11 0.323
N 3.53618 -3.07339 -3.07499 -0.78 -0.07 1.91 0.084
C 3.77313 -2.66749 -4.38037 0.21 0.60 -1.64 -0.397
C 4.72058 -3.33358 -5.14984 -0.35 0.18 0.37 -0.702
C 4.94587 -2.95483 -6.46316 -0.10 0.20 -0.22 -0.572
C 4.22758 -1.90520 -7.01748 0.18 -0.19 0.10 -0.793
C 3.30125 -1.21711 -6.24702 -0.13 -0.08 0.43 -0.566
C 3.07259 -1.59093 -4.93216 0.12 -0.54 0.46 0.911
S 1.92072 -0.66255 -3.93982 0.27 0.65 -1.66 -0.035
N 1.89509 -1.45927 -2.48484 1.25 -1.79 0.40 0.626
C 2.64666 -2.49843 -2.20581 0.26 0.96 -2.27 1.158
C 2.52356 -3.00981 -0.86901 0.13 -0.95 2.04 0.214
C 3.18059 -4.15376 -0.38285 -0.36 0.81 -0.80 -0.882
C 3.00333 -4.52917 0.92610 -0.55 0.44 0.71 -0.871
C 2.18141 -3.74345 1.74111 0.53 -0.54 -0.35 -1.099
C 1.57104 -2.62958 1.20219 -0.19 0.19 0.28 -0.356
N 1.72181 -2.26394 -0.06908 1.41 -2.06 0.19 1.382
H 4.07725 -3.85660 -2.74433 -0.07 0.13 -0.02 0.060
H 5.27973 -4.14642 -4.70968 0.07 -0.14 0.02 0.408
H 5.68306 -3.47987 -7.05158 0.03 -0.03 -0.03 0.404
H 4.39110 -1.61450 -8.04350 0.03 0.03 -0.06 0.411
H 2.75384 -0.38319 -6.65556 -0.08 0.13 -0.13 0.492
H 3.80872 -4.74831 -1.02592 0.05 -0.05 -0.06 0.570
H 3.48992 -5.41012 1.31429 0.03 -0.06 0.05 0.475
H 2.02404 -4.00602 2.77420 -0.05 0.05 0.10 0.547
H 0.93836 -1.99858 1.81972 0.03 -0.05 -0.14 0.479
C -2.50175 4.03273 -2.06220 0.01 -0.08 0.01 -1.812
C -1.03751 4.34316 -1.96164 0.23 -0.20 -0.60 0.975
C -0.56382 5.08118 -0.88703 0.37 0.10 0.10 -0.719
C 0.76053 5.48261 -0.82286 -0.24 -0.27 -0.32 0.255
Cl 1.31349 6.37292 0.54636 0.13 0.21 0.32 -0.218
C 1.63897 5.19014 -1.85703 -0.13 0.06 0.16 -0.696
C 1.18745 4.43599 -2.91699 -0.41 -0.13 -0.09 -0.238
C -0.12540 3.96997 -2.96001 0.25 0.59 0.54 0.285
O -0.46366 3.17728 -4.03037 -0.18 0.08 -0.12 -0.568
C -0.92256 1.88785 -3.71203 0.17 -0.36 0.41 -0.971
C -0.00202 1.15388 -2.71388 0.23 1.95 -1.02 0.696
O 1.11559 1.57072 -2.43749 -0.13 -0.15 -0.04 -0.289
O -0.49818 0.08734 -2.24749 -0.56 -1.37 0.44 -0.239
H -3.07914 4.80824 -1.56361 -0.05 0.01 0.02 0.531
H -2.74414 3.07899 -1.59058 -0.09 -0.07 0.00 0.199
H -2.80876 3.99497 -3.10577 -0.08 -0.04 -0.02 0.376
H -1.24251 5.35655 -0.09572 -0.10 0.10 0.12 0.496
H 2.65973 5.53284 -1.81829 0.13 0.06 0.02 0.484
H 1.84614 4.16333 -3.72457 0.11 -0.08 -0.08 0.427
H -0.92025 1.32174 -4.64898 -0.04 0.00 0.14 0.368
H -1.94176 1.87271 -3.30317 0.17 0.04 -0.14 0.293
```
Positions in Å, forces in eV/Å.

## Properties
Energy above the lowest of the compared OMol25 structures with the same formula, charge and spin (kcal per mole): 26.3
HOMO-LUMO gap (spin up / spin down) (Eh): 0.20924 / 0.20883
Strongest force on any atom (Eh/bohr): 0.0689
Charge: +1
Energy (Eh): -4298.90140